No. 1
A molecular structure, CH5PS. Source: OMol25; level of theory: ωB97M-V/def2-TZVPD.

Calculated values
- Highest occupied orbital energy: -8.949 eV
- LUMO: 0.5 eV
- HOMO-LUMO gap: 9.5 eV
- Total charge: 0
- Electronic energy: -21240.88460 eV
- ΔE to the lowest compared entry with this formula, charge and spin: 21.6 kcal/mol

Each line ends with the Löwdin charge.
Element x y z (Å)
C -0.8496 -0.1967 0.2785  -0.426
P 0.4654 1.2265 0.0741  0.415
S 2.2472 0.0731 0.0572  0.254
H -1.0068 -0.7760 -0.5742  -0.007
H -1.8216 0.2376 0.3663  0.007
H -0.6577 -0.7842 1.1369  0.001
H -0.1667 1.3721 -1.5579  -0.013
H 1.7898 -1.1524 0.2192  -0.231

=====

No. 2
2 unconnected molecules or ions with the total composition CH5PS. Source: OMol25; level of theory: ωB97M-V/def2-TZVPD.

Calculated values
- Highest occupied orbital energy: -9.823 eV
- LUMO: 0.2 eV
- HOMO-LUMO gap: 10.1 eV
- Total charge: 0
- Electronic energy: -21239.75558 eV
- SMILES string: C=P.S
- ΔE to the lowest compared entry with this formula, charge and spin: 47.6 kcal/mol

Each line ends with the Löwdin charge.
Element x y z (Å)
C 2.1558 0.2414 0.9002  -0.525
P 2.1929 0.2437 -0.7636  0.710
H 2.0392 0.9744 1.8159  0.038
H 2.0929 -0.7677 1.3713  -0.035
H 2.2483 1.6250 -0.8050  -0.184
S -3.5950 0.4157 0.2594  0.501
H -4.8495 0.6178 0.3486  -0.280
H -3.7066 1.6599 0.7007  -0.226

=====

No. 3
A molecular structure, CH63MnO37P. Source: OMol25; level of theory: ωB97M-V/def2-TZVPD.

Calculated values
- Highest occupied orbital energy (spin up / spin down): -8.566 / -8.924 eV
- LUMO (spin up / spin down): -1.6 / -1.7 eV
- HOMO-LUMO gap (spin up / spin down): 6.9 / 7.3 eV
- Total charge: 0
- Multiplicity: 6
- Electronic energy: -118432.99019 eV

Each line ends with the Löwdin charge.
Element x y z (Å)
O 2.1899 2.0687 1.0200  0.295
H 2.8064 2.7699 1.2432  0.163
H 1.3185 2.2719 1.3676  0.043
H 2.5268 1.3060 1.4959  0.077
O 0.5707 -0.7253 3.4370  0.248
H 0.3732 0.1191 3.8488  0.002
H 1.3383 -1.0676 3.9010  0.083
H 0.7343 -0.6778 2.4923  0.086
O -4.2156 1.1510 4.1054  0.324
H -4.7118 0.5043 3.5984  0.164
H -3.4064 1.3503 3.6289  -0.002
H -4.0985 0.8779 5.0183  0.174
Mn -1.6311 1.3751 1.1359  0.845
C -0.1842 -0.2045 -0.3586  -0.966
O -0.9163 0.6339 -0.7828  -0.038
O -0.3709 -0.2564 0.8932  -0.099
O 0.6121 -0.8279 -1.0495  -0.010
P -0.8070 2.3070 3.4943  0.133
O 0.0871 1.4736 4.4672  -0.344
O -0.1125 2.3431 2.0741  -0.435
O -0.9742 3.7323 4.0685  -0.364
O -2.0820 1.5210 3.0735  -0.374
O 1.1317 -4.0840 2.9662  -0.059
H 1.0221 -4.7067 2.2476  -0.007
H 1.4495 -3.2853 2.5452  -0.048
O -1.4855 -1.6904 5.7134  -0.043
H -2.0650 -1.0041 6.0443  0.011
H -1.9579 -2.0657 4.9703  -0.024
O 3.4815 -3.9386 -1.2325  -0.047
H 2.5340 -3.9925 -1.1071  -0.011
H 3.8166 -4.7664 -0.8881  0.046
O -2.6963 -2.9516 3.3541  -0.047
H -2.4657 -2.9849 2.4257  -0.024
H -3.5886 -3.2959 3.3923  0.036
O -1.3996 3.7680 -2.4766  -0.043
H -1.0053 4.0054 -3.3159  0.086
H -1.3474 4.5672 -1.9524  0.040
O 3.8147 0.2951 2.1447  -0.035
H 4.7565 0.1387 2.2131  0.077
H 3.6105 0.8597 2.8903  -0.013
O -3.5776 0.5749 0.5526  -0.028
H -3.5534 -0.1843 -0.0299  0.032
H -4.4830 0.8824 0.5087  0.082
O 3.3120 -0.9568 -1.2162  -0.035
H 2.3690 -0.8389 -1.3306  -0.001
H 3.4942 -1.8165 -1.5956  0.027
O -1.9172 -2.8527 0.7822  -0.030
H -1.2128 -2.2063 0.8299  0.028
H -2.5574 -2.4662 0.1847  -0.017
O 0.5191 1.9478 -2.8013  -0.046
H 0.3450 2.7905 -2.3821  0.043
H 0.0976 1.3045 -2.2314  0.018
O 0.5333 5.7995 -1.6009  -0.046
H 1.2415 5.2290 -1.8995  0.040
H 0.2683 5.4320 -0.7578  -0.027
O 1.2430 -1.7118 -5.1449  -0.031
H 1.5601 -2.5279 -4.7580  0.031
H 0.4098 -1.5451 -4.7043  -0.038
O 0.6351 -3.6595 -1.6673  -0.022
H 0.4960 -2.7247 -1.5156  0.006
H 0.8818 -3.7187 -2.5903  0.053
O -2.6643 1.2737 -3.0514  -0.049
H -2.1964 0.9888 -2.2664  0.001
H -2.6413 2.2298 -3.0107  0.039
O -3.3562 -1.9429 -1.1466  -0.001
H -4.1979 -2.3539 -1.3440  0.090
H -3.0436 -1.6187 -1.9913  0.072
O 2.6675 1.7741 4.0306  -0.037
H 3.0132 2.6413 4.2421  0.070
H 1.7384 1.8247 4.2551  -0.014
O 2.8740 -1.8539 4.2508  -0.013
H 3.6834 -1.7086 4.7406  0.070
H 3.0017 -2.7000 3.8217  0.048
O 2.0253 -2.2830 1.1965  -0.027
H 2.8778 -1.8477 1.1968  0.042
H 1.5137 -1.8082 0.5415  0.009
O -4.5040 1.1989 -4.9624  -0.066
H -3.6612 1.2984 -5.4051  0.027
H -4.2802 0.8723 -4.0909  -0.013
O -0.1804 1.3455 -5.3070  -0.055
H 0.1147 1.8568 -4.5535  -0.021
H 0.1968 0.4765 -5.1699  0.000
O 2.9097 1.5911 -3.8763  -0.058
H 2.1053 1.9098 -3.4668  -0.038
H 3.2638 0.9596 -3.2503  0.002
O 5.0104 1.3480 -1.0971  -0.060
H 5.9408 1.1384 -1.0154  0.030
H 4.5667 0.5031 -1.0240  -0.027
O -0.7988 -0.8684 -3.6205  -0.053
H -1.4867 -0.2155 -3.4914  0.031
H -0.2129 -0.7508 -2.8727  0.037
O 0.2692 4.6974 0.9373  -0.043
H -0.0254 3.8785 1.3358  -0.031
H 1.0890 4.9019 1.3872  0.058
O -1.9565 -2.4115 -5.4237  -0.059
H -1.4013 -2.4059 -6.2035  0.033
H -1.5221 -1.8133 -4.8157  -0.048
O -2.2421 3.1053 0.1625  -0.021
H -2.7796 3.7668 0.5982  0.104
H -1.9092 3.5442 -0.6203  0.037
O 0.0390 -5.6773 0.7088  -0.041
H 0.3109 -4.9575 0.1395  -0.002
H -0.9088 -5.5727 0.7919  0.041

=====

No. 4
CH6BN in the gas phase. Source: OMol25; level of theory: ωB97M-V/def2-TZVPD.

Calculated values
- Highest occupied orbital energy: -10.133 eV
- LUMO: 0.9 eV
- HOMO-LUMO gap: 11.0 eV
- Total charge: 0
- Electronic energy: -3300.55930 eV
- SMILES string: BNC
- ΔE to the lowest compared entry with this formula, charge and spin: 32.1 kcal/mol

Each line ends with the Löwdin charge.
Element x y z (Å)
B 0.8736 0.7444 0.8553  -0.166
N -0.3218 0.1335 0.4469  -0.099
C -0.5479 -0.4501 -0.8640  -0.168
H 1.0713 0.8594 2.1120  0.039
H 1.6659 0.9542 0.0624  0.004
H -0.9948 -0.2940 1.0984  0.110
H 0.3306 -0.1705 -1.4941  0.067
H -0.4850 -1.6566 -0.9603  0.116
H -1.5918 -0.1203 -1.2567  0.097

=====

No. 5
2 unconnected molecules or ions with the total composition CH6BN. Source: OMol25; level of theory: ωB97M-V/def2-TZVPD.

Calculated values
- Highest occupied orbital energy: -10.878 eV
- LUMO: 0.6 eV
- HOMO-LUMO gap: 11.5 eV
- Total charge: 0
- Electronic energy: -3299.92060 eV
- SMILES string: [H]/B=N/[H].C
- ΔE to the lowest compared entry with this formula, charge and spin: 46.8 kcal/mol

Each line ends with the Löwdin charge.
Element x y z (Å)
H 2.2257 -1.9716 -0.1601  0.010
B 2.0999 -0.9434 -0.7206  -0.111
N 1.4335 -0.0951 -1.3769  0.133
H 1.5171 0.7938 -1.7339  -0.014
C -1.4245 0.3966 0.7695  -0.065
H -1.7147 1.4823 1.0273  0.036
H -2.2361 0.0074 0.1987  -0.012
H -0.5034 0.5026 0.2046  -0.031
H -1.3975 -0.1726 1.7914  0.054

=====

No. 6
2 unconnected molecules or ions with the total composition CH6BNO. Source: OMol25; level of theory: ωB97M-V/def2-TZVPD.

Calculated values
- Highest occupied orbital energy (spin up / spin down): -6.224 / -10.404 eV
- LUMO (spin up / spin down): 0.8 / -0.7 eV
- HOMO-LUMO gap (spin up / spin down): 7.0 / 9.7 eV
- Total charge: 0
- Multiplicity: 3
- Electronic energy: -5345.43585 eV
- ΔE to the lowest compared entry with this formula, charge and spin: 0.0 kcal/mol

Each line ends with the Löwdin charge.
Element x y z (Å)
B 0.5038 0.6607 0.3053  -0.533
C -0.4523 -1.8186 -1.2040  0.046
N -0.5092 1.5468 0.6015  0.090
O 1.7251 0.5726 0.8267  0.084
H -0.9816 -2.3841 -0.4660  -0.016
H 0.6381 -1.9946 -1.3036  0.012
H -0.9515 -1.4171 -2.0182  -0.040
H -1.5822 1.3206 0.3900  0.130
H -0.3721 2.4239 1.2196  0.105
H 1.9819 1.0897 1.6487  0.121

=====

No. 7
2 unconnected molecules or ions with the total composition CH6ClN2S. Source: OMol25; level of theory: ωB97M-V/def2-TZVPD.

Calculated values
- Highest occupied orbital energy (spin up / spin down): -14.568 / -14.569 eV
- LUMO (spin up / spin down): -7.5 / -7.5 eV
- HOMO-LUMO gap (spin up / spin down): 7.1 / 7.1 eV
- Total charge: +1
- Electronic energy: -27461.91152 eV
- ΔE to the lowest compared entry with this formula, charge and spin: 24.4 kcal/mol

Each line ends with the Löwdin charge.
Element x y z (Å)
C -0.3522 0.1879 -0.6954  -0.297
N 0.2917 0.8720 0.3685  -0.433
N 0.2499 -1.2211 -0.6715  0.043
S -0.1026 2.3521 0.8871  1.028
Cl -0.5955 -0.9652 2.0126  0.277
H 0.1502 0.6465 -1.5440  0.154
H -1.4071 0.0515 -0.5801  0.127
H 1.1825 -1.2477 -0.8873  0.090
H -0.2714 -1.7918 -1.2667  0.104
H -0.1461 -1.5102 0.6568  -0.084
H 1.0006 2.6261 1.7200  -0.008

=====

No. 8
CH6FN3O2S in the gas phase. Source: OMol25; level of theory: ωB97M-V/def2-TZVPD.

Calculated values
- Highest occupied orbital energy: -10.356 eV
- LUMO: 0.5 eV
- HOMO-LUMO gap: 10.8 eV
- Total charge: 0
- Electronic energy: -23251.34543 eV
- SMILES string: NC(N)(F)S(N)(=O)=O
- ΔE to the lowest compared entry with this formula, charge and spin: 0.0 kcal/mol

Each line ends with the Löwdin charge.
Element x y z (Å)
N 0.0765 -1.1119 -1.3104  0.090
C -0.1680 -0.6562 -0.0150  -0.563
N 0.2966 -1.4636 1.0592  0.125
F -1.6270 -0.3796 0.2695  -0.104
S 0.6095 1.1411 0.2127  0.663
N -0.6138 2.2661 -0.1425  -0.085
O 0.8003 1.2617 1.6392  -0.339
O 1.8101 1.2758 -0.5888  -0.306
H 0.2492 -2.1519 -1.5041  0.140
H -0.6550 -0.8992 -1.9484  0.078
H 0.5927 -2.3961 0.8128  0.097
H 0.9321 -1.0682 1.6569  0.041
H -1.1725 1.8227 -0.9044  0.074
H -1.1308 2.3592 0.7632  0.088

=====

No. 9
2 unconnected molecules or ions with the total composition CH6IN4. Source: OMol25; level of theory: ωB97M-V/def2-TZVPD.

Calculated values
- Highest occupied orbital energy: -12.288 eV
- LUMO: -3.9 eV
- HOMO-LUMO gap: 8.4 eV
- Total charge: +1
- Electronic energy: -15185.33252 eV
- ΔE to the lowest compared entry with this formula, charge and spin: 38.5 kcal/mol

Each line ends with the Löwdin charge.
Element x y z (Å)
C 0.4427 -0.0072 -0.8939  -0.124
N 1.5458 -0.5672 -0.9320  0.222
N -0.6970 0.1765 -1.1675  0.079
N 0.2177 0.2198 2.0093  -0.541
N -1.9484 0.4677 -1.3812  0.162
I 0.4139 -1.6692 2.8577  0.684
H 1.7141 -1.3504 -1.5075  0.143
H -0.6073 0.7952 2.0811  -0.016
H 1.0425 0.7693 2.2191  -0.031
H -2.4407 0.2680 -0.5726  0.111
H -2.0337 1.0485 -2.2193  0.162
H 2.3504 -0.1511 -0.4930  0.147

=====

No. 10
A gas-phase ion, CH6IN4 (charge +1). Source: OMol25; level of theory: ωB97M-V/def2-TZVPD.

Calculated values
- Highest occupied orbital energy (spin up / spin down): -10.086 / -13.282 eV
- LUMO (spin up / spin down): -4.2 / -7.9 eV
- HOMO-LUMO gap (spin up / spin down): 5.9 / 5.4 eV
- Total charge: +1
- Multiplicity: 3
- Electronic energy: -15182.55975 eV
- ΔE to the lowest compared entry with this formula, charge and spin: 0.0 kcal/mol

Each line ends with the Löwdin charge.
Element x y z (Å)
C -0.9614 0.0897 0.1627  -0.736
N 0.2001 -0.2758 -0.5338  -0.069
N 0.8927 -1.1975 0.0218  -0.095
N 1.9225 -1.7684 -0.6146  0.124
N -0.9604 1.5845 0.0708  0.117
I -0.9405 -0.4383 2.3328  0.918
H -2.0145 -0.2875 -0.2432  0.146
H 2.1773 -1.3626 -1.4440  0.081
H 2.6018 -2.1367 -0.0339  0.090
H -1.1527 1.9706 1.0649  0.138
H -1.6955 1.9755 -0.5375  0.168
H -0.0694 1.8465 -0.2459  0.119

=====

no.,largest force on an atom (eV Å⁻¹)
1,3.89
2,2.79
3,9.99
4,2.98
5,3.26
6,4.19
7,4.66
8,3.29
9,6.67
10,4.59